# 1
Here is C12H15BCl2N6O2Ti as an isolated structure from OMol25. Energies are from ωB97M-V/def2-TZVPD.

## Properties
2S+1 = 3
Frontier orbital gap (spin up / spin down) = 6.21 / 9.78 eV

Each line ends with the natural charge from an NBO analysis.
CARTESIAN COORDINATES (ANGSTROEM)
H -0.17 3.05 0.84  0.24
N 0.19 1.74 -0.82  -0.39
B 0.83 0.83 -3.10  0.54
N 0.69 1.98 -2.10  -0.33
C 0.86 3.29 -2.28  0.01
Ti -0.19 -0.18 -0.37  1.36
H 1.21 3.67 -3.23  0.22
C 0.51 3.95 -1.10  -0.35
H 0.52 5.01 -0.95  0.23
C 0.13 2.96 -0.19  -0.01
H 1.29 1.23 -4.14  -0.02
C -1.90 -2.59 1.28  -0.84
H -2.29 -2.71 2.31  0.23
H -0.94 -3.11 1.20  0.22
H -2.63 -3.02 0.57  0.21
N -0.59 0.21 -3.21  -0.32
N 1.72 -0.29 -2.51  -0.31
N -1.26 -0.30 -2.10  -0.41
N 1.42 -0.85 -1.27  -0.41
C -1.36 0.09 -4.30  0.01
C 2.76 -0.94 -3.04  0.02
H -0.97 0.44 -5.25  0.23
H 3.10 -0.67 -4.03  0.23
C -2.56 -0.51 -3.92  -0.35
C 3.19 -1.91 -2.14  -0.34
C -2.48 -0.73 -2.54  -0.03
C 2.37 -1.80 -1.02  -0.02
H -3.38 -0.73 -4.58  0.23
H 3.99 -2.60 -2.30  0.23
H -3.18 -1.16 -1.84  0.22
H 2.40 -2.31 -0.06  0.23
H -1.76 -1.50 1.07  0.20
Cl 0.44 -1.37 4.08  0.00
C 0.29 0.38 3.73  -0.30
Cl 1.87 1.18 3.55  0.00
C -0.44 0.55 2.40  0.76
O -1.28 1.43 2.23  -0.62
O -0.05 -0.32 1.49  -0.81
H -0.29 0.88 4.50  0.24

# 2
Here is C12H15BeF9N5O21 as an isolated structure from OMol25. Energies are from ωB97M-V/def2-TZVPD.

## Properties
Frontier orbital gap = 5.87 eV
Charge = -3

Each line ends with the natural charge from an NBO analysis.
CARTESIAN COORDINATES (ANGSTROEM)
Be -0.34 -0.01 -0.63  1.67
N -3.09 1.92 0.94  0.72
O -3.64 1.56 2.01  -0.59
O -3.66 2.68 0.15  -0.46
O -1.94 1.48 0.66  -0.61
N -4.10 -0.92 -1.61  0.72
O -4.64 0.16 -1.95  -0.52
O -2.92 -0.83 -1.17  -0.60
O -4.68 -2.01 -1.67  -0.57
N -0.85 2.23 -2.72  0.70
O 0.24 1.83 -2.16  -0.64
O -1.92 1.97 -2.18  -0.42
O -0.78 2.89 -3.78  -0.53
N -0.49 -0.82 -4.20  0.71
O 0.14 0.06 -4.83  -0.49
O -1.33 -1.49 -4.86  -0.56
O -0.33 -0.97 -2.96  -0.60
N 2.92 -0.34 -1.71  0.72
O 2.05 -0.57 -0.83  -0.62
O 3.09 0.78 -2.20  -0.48
O 3.58 -1.31 -2.17  -0.55
C 1.39 -3.60 -2.04  -0.66
C -0.01 -3.86 -2.57  -0.09
O -0.90 -4.29 -1.49  -0.48
C -1.21 -3.50 -0.51  0.74
O -0.74 -2.40 -0.36  -0.61
C -2.07 -4.15 0.60  0.90
F -3.24 -3.51 0.58  -0.28
F -2.23 -5.46 0.37  -0.33
F -1.52 -3.98 1.80  -0.32
H 1.79 -4.51 -1.59  0.17
H 1.60 -2.79 -1.34  0.27
H 2.04 -3.37 -2.89  0.24
H -0.02 -4.73 -3.23  0.17
H -0.52 -2.99 -2.98  0.28
C 3.51 4.47 -1.46  -0.63
C 2.77 3.29 -0.83  -0.11
O 2.33 3.75 0.46  -0.50
C 1.48 3.04 1.15  0.71
O 0.92 2.06 0.76  -0.53
C 1.04 3.73 2.48  0.90
F -0.27 3.83 2.49  -0.28
F 1.46 2.93 3.50  -0.34
F 1.57 4.94 2.63  -0.32
H 4.57 4.45 -1.21  0.19
H 2.95 5.36 -1.16  0.21
H 3.38 4.50 -2.54  0.22
H 3.50 2.48 -0.77  0.21
H 1.97 3.05 -1.52  0.27
C -2.28 -1.17 3.61  -0.63
C -1.44 0.10 3.92  -0.10
O -0.04 -0.18 4.09  -0.50
C 0.77 -0.36 3.07  0.72
O 0.42 -0.56 1.95  -0.55
C 2.27 -0.42 3.48  0.90
F 2.68 -1.69 3.43  -0.32
F 2.99 0.26 2.59  -0.30
F 2.48 0.04 4.72  -0.32
H -2.19 -1.71 4.55  0.17
H -1.73 -1.76 2.87  0.23
H -3.29 -0.93 3.29  0.26
H -1.81 0.54 4.84  0.17
H -1.70 0.80 3.11  0.27

# 3
Here is a 2-piece molecular cluster, C12H15F6IN2O8P2 overall from OMol25. Energies are from ωB97M-V/def2-TZVPD.

## Properties
Structure (SMILES) = NP(O)[C@@H]1C(=O)O[C@H](C(=O)C(F)(F)C(F)(F)C(F)(F)C(=O)O)[C@@H]1P(O)I.CNC(C)=O
Frontier orbital gap = 6.71 eV

Each line ends with the natural charge from an NBO analysis.
CARTESIAN COORDINATES (ANGSTROEM)
N 0.02 5.43 -1.22  -1.16
P -1.34 4.74 -0.32  1.24
O -0.85 4.82 1.39  -0.94
C -1.64 2.89 -0.65  -0.68
C -1.36 2.19 0.84  0.81
O -2.22 2.08 1.87  -0.52
O 0.06 1.71 0.84  -0.56
C 0.70 1.50 -0.50  0.00
C 2.13 2.28 -0.60  0.48
O 2.32 3.38 -1.38  -0.45
C 3.49 1.85 0.28  0.59
F 3.68 2.70 1.49  -0.31
F 4.64 2.22 -0.62  -0.32
C 3.63 0.25 0.53  0.59
F 3.51 -0.40 -0.82  -0.31
F 5.07 0.01 0.94  -0.30
C 2.70 -0.41 1.69  0.57
F 2.11 0.54 2.66  -0.29
F 3.60 -1.31 2.50  -0.31
C 1.48 -1.38 1.17  0.71
O 1.57 -2.38 0.29  -0.49
O 0.13 -1.18 1.79  -0.69
C -0.56 1.98 -1.48  -0.59
P -0.18 2.40 -3.32  0.94
O 1.02 1.26 -3.90  -0.98
I -2.30 1.86 -4.51  -0.12
H 0.91 5.47 -0.69  0.40
H 0.14 5.03 -2.18  0.41
H 0.10 4.49 1.46  0.47
H -2.74 2.71 -1.03  0.30
H 0.85 0.40 -0.88  0.25
H -0.58 -1.15 1.08  0.51
H -1.15 0.95 -1.60  0.25
H 0.59 0.56 -4.48  0.51
C -3.93 -4.37 0.93  -0.72
C -2.86 -4.32 -0.12  0.67
O -3.05 -3.83 -1.23  -0.64
N -1.64 -4.84 0.19  -0.62
C -1.21 -5.45 1.42  -0.41
H -4.85 -3.91 0.54  0.25
H -4.15 -5.40 1.20  0.23
H -3.62 -3.80 1.81  0.23
H -0.97 -4.77 -0.57  0.40
H -0.36 -4.88 1.81  0.20
H -0.89 -6.47 1.21  0.20
H -2.00 -5.47 2.17  0.21

# 4
Here is a 3-piece molecular cluster, C12H15F9O6 overall from OMol25. Energies are from ωB97M-V/def2-TZVPD.

## Properties
Structure (SMILES) = CCOC(=O)C(F)(F)F.CCOC(=O)C(F)(F)F.CCOC(=O)C(F)(F)F
Frontier orbital gap = 11.55 eV

Each line ends with the natural charge from an NBO analysis.
CARTESIAN COORDINATES (ANGSTROEM)
C 18.65 2.89 -9.77  -0.63
C 17.72 1.70 -9.95  -0.09
O 18.59 0.57 -9.95  -0.47
C 18.09 -0.64 -10.00  0.72
O 16.85 -0.88 -9.97  -0.59
C 19.20 -1.74 -10.33  0.91
F 18.72 -2.59 -11.19  -0.29
F 20.46 -1.30 -10.79  -0.32
F 19.37 -2.37 -9.17  -0.31
H 19.23 2.66 -8.88  0.21
H 18.23 3.88 -9.58  0.23
H 19.39 3.04 -10.57  0.22
H 17.02 1.79 -10.78  0.21
H 17.17 1.76 -9.00  0.19
C 11.68 -1.36 -10.22  -0.64
C 12.53 -2.16 -11.25  -0.09
O 12.69 -1.20 -12.35  -0.52
C 12.02 -1.32 -13.53  0.69
O 11.11 -2.13 -13.73  -0.54
C 12.12 -0.04 -14.41  0.91
F 12.71 -0.37 -15.54  -0.30
F 10.86 0.34 -14.77  -0.31
F 12.68 0.98 -13.81  -0.30
H 10.89 -0.75 -10.65  0.22
H 12.21 -0.62 -9.62  0.22
H 11.15 -2.10 -9.62  0.22
H 11.94 -3.06 -11.44  0.23
H 13.50 -2.34 -10.79  0.21
C 15.49 -0.12 -11.82  -0.63
C 14.24 0.73 -11.32  -0.07
O 14.50 1.60 -10.23  -0.49
C 14.77 2.90 -10.48  0.69
O 15.22 3.35 -11.52  -0.53
C 14.25 3.80 -9.35  0.90
F 15.32 4.57 -8.94  -0.33
F 13.27 4.67 -9.77  -0.30
F 13.83 3.07 -8.28  -0.30
H 15.83 -0.93 -11.18  0.26
H 16.31 0.58 -11.91  0.19
H 15.14 -0.53 -12.77  0.21
H 13.43 0.09 -10.98  0.20
H 13.95 1.37 -12.16  0.20

# 5
Here is a 3-piece molecular cluster, C12H15FN2OSSi overall from OMol25. Energies are from ωB97M-V/def2-TZVPD.

## Properties
Structure (SMILES) = O=C(F)C[SiH2]S.c1ccncc1.c1ccncc1
Frontier orbital gap = 9.94 eV

Each line ends with the natural charge from an NBO analysis.
CARTESIAN COORDINATES (ANGSTROEM)
O 5.24 -2.45 -2.16  -0.55
C 4.92 -1.20 -1.83  0.87
F 5.79 -0.46 -0.89  -0.36
C 3.59 -0.44 -2.49  -0.97
Si 2.09 -1.65 -2.55  1.01
S 0.50 -1.21 -1.16  -0.50
H 3.37 0.53 -1.87  0.27
H 3.94 -0.10 -3.57  0.29
H 2.60 -2.99 -2.28  -0.12
H 1.59 -1.63 -3.94  -0.16
H -0.14 0.00 -1.53  0.22
N -0.23 2.53 -1.27  -0.44
C -1.08 3.57 -1.14  0.03
C -1.21 4.32 0.03  -0.26
C -0.42 3.96 1.12  -0.16
C 0.46 2.89 1.01  -0.25
C 0.52 2.22 -0.19  0.02
H -1.67 3.81 -2.02  0.20
H -1.90 5.15 0.08  0.22
H -0.50 4.52 2.05  0.22
H 1.08 2.59 1.85  0.23
H 1.19 1.37 -0.33  0.20
N -2.15 -0.85 2.53  -0.42
C -3.01 -1.55 3.31  0.03
C -3.51 -2.80 2.98  -0.27
C -3.11 -3.37 1.78  -0.17
C -2.23 -2.67 0.95  -0.26
C -1.78 -1.43 1.37  0.03
H -3.29 -1.06 4.24  0.19
H -4.19 -3.31 3.65  0.22
H -3.48 -4.35 1.48  0.22
H -1.90 -3.09 0.01  0.23
H -1.09 -0.85 0.77  0.19

# 6
Here is C12H15N2NiO as an isolated structure from OMol25. Energies are from ωB97M-V/def2-TZVPD.

## Properties
2S+1 = 4
Frontier orbital gap (spin up / spin down) = 3.10 / 6.34 eV
Charge = -2

Each line ends with the natural charge from an NBO analysis.
CARTESIAN COORDINATES (ANGSTROEM)
C -2.99 2.11 -1.88  -0.43
C -3.67 0.86 -1.68  -0.42
C -2.79 -0.19 -2.09  -0.41
C -1.57 0.39 -2.57  -0.37
C -1.70 1.82 -2.47  -0.40
Ni -1.90 0.91 -0.48  0.87
N -0.13 1.38 1.31  -0.85
C 0.12 0.80 2.51  -0.23
C -1.27 0.18 1.92  -0.81
H -3.04 -1.23 -2.12  0.21
H -4.67 0.75 -1.35  0.20
H -0.76 -0.14 -3.01  0.25
H -0.99 2.54 -2.77  0.21
H -3.41 3.07 -1.73  0.20
H -2.21 0.77 2.12  0.17
H -0.07 1.48 3.35  0.12
H 0.85 1.40 0.78  0.31
H -1.38 -0.90 1.75  0.18
H 0.96 0.07 2.63  0.19
O 1.17 -1.22 -1.81  -0.72
N 1.85 -1.28 -0.68  -0.03
C 2.82 -0.35 -0.42  -0.12
C 3.57 -0.42 0.77  -0.26
C 3.32 -1.42 1.71  -0.45
C 2.30 -2.34 1.43  -0.26
C 1.55 -2.24 0.25  -0.09
H 2.98 0.42 -1.19  0.20
H 4.35 0.34 0.94  0.19
H 3.93 -1.50 2.64  0.17
H 2.05 -3.15 2.12  0.19
H 0.72 -2.92 0.00  0.20

# 7
Here is C12H15N2P as an isolated structure from OMol25. Energies are from ωB97M-V/def2-TZVPD.

## Properties
Frontier orbital gap = 7.83 eV

Each line ends with the natural charge from an NBO analysis.
CARTESIAN COORDINATES (ANGSTROEM)
C 1.78 -1.42 -2.51  -0.23
C 1.14 -2.53 -1.99  -0.20
C 1.45 -0.14 -2.02  -0.21
C 0.16 -2.40 -1.00  -0.25
C 0.45 -0.06 -1.07  0.02
C -0.22 -1.14 -0.53  0.12
C -0.95 0.58 0.59  0.34
C -1.44 1.11 1.72  -0.62
C -0.04 1.24 -0.46  -0.17
C 1.01 2.18 0.05  -0.61
C -0.85 2.04 -1.46  -0.60
C -0.82 -1.65 1.88  -0.52
N -0.85 -0.74 4.29  -1.17
N -1.06 -0.76 0.44  -0.42
P -0.01 -0.41 3.03  1.04
H 2.46 -1.55 -3.36  0.21
H 1.20 -3.53 -2.35  0.21
H 2.04 0.69 -2.48  0.22
H -0.34 -3.37 -0.80  0.22
H -2.36 0.79 2.13  0.25
H -1.09 2.13 1.87  0.22
H 0.51 3.07 0.32  0.21
H 1.87 2.54 -0.54  0.23
H 1.32 1.77 0.97  0.22
H 0.01 2.26 -2.17  0.22
H -1.50 2.83 -1.04  0.23
H -1.56 1.40 -2.14  0.22
H -1.84 -2.04 1.96  0.24
H -0.12 -2.39 1.55  0.22
H -0.35 -0.51 5.14  0.36

# 8
Here is C12H15N4OPdS as an isolated structure from OMol25. Energies are from ωB97M-V/def2-TZVPD.

## Properties
Frontier orbital gap = 7.28 eV
Charge = +1

Each line ends with the natural charge from an NBO analysis.
CARTESIAN COORDINATES (ANGSTROEM)
Pd -0.86 1.00 0.45  0.72
C -1.69 -3.78 -1.80  -0.41
N -0.42 -3.07 -1.78  -0.34
C 0.73 -3.49 -2.43  -0.03
C 1.68 -2.59 -2.17  -0.07
N 1.12 -1.60 -1.34  -0.37
C -0.20 -1.92 -1.11  0.28
S -1.44 -1.24 -0.17  -0.24
C 1.88 -0.49 -0.87  0.40
C 3.20 -0.33 -1.30  -0.26
C 3.92 0.75 -0.84  -0.12
C 3.33 1.65 0.04  -0.25
C 2.03 1.40 0.42  0.05
N 1.31 0.36 -0.03  -0.50
H -1.58 -4.67 -2.41  0.22
H -2.47 -3.14 -2.21  0.24
H -1.98 -4.07 -0.79  0.23
H 0.77 -4.39 -3.01  0.25
H 2.70 -2.57 -2.49  0.24
H 3.66 -1.02 -1.98  0.23
H 4.94 0.89 -1.17  0.24
H 3.87 2.50 0.43  0.24
H 1.53 2.05 1.13  0.22
N -2.16 2.67 4.14  -0.77
C -1.92 2.18 2.92  0.69
O -0.89 1.53 2.68  -0.66
C -2.93 2.40 1.84  -0.54
C -2.18 2.55 0.54  -0.42
H -1.51 2.49 4.88  0.42
H -3.00 3.19 4.34  0.41
H -3.59 3.25 2.05  0.23
H -3.56 1.50 1.80  0.26
H -1.49 3.40 0.57  0.19
H -2.82 2.59 -0.33  0.21

# 9
Here is C12H15N5O11PdS as an isolated structure from OMol25. Energies are from ωB97M-V/def2-TZVPD.

## Properties
2S+1 = 3
Frontier orbital gap (spin up / spin down) = 7.12 / 7.51 eV
Charge = -2

Each line ends with the natural charge from an NBO analysis.
CARTESIAN COORDINATES (ANGSTROEM)
Pd -1.10 1.97 -0.23  1.30
O 1.23 2.65 3.28  -0.72
C 0.41 2.20 2.47  0.77
O 0.02 2.81 1.42  -0.77
C -0.15 0.80 2.79  -0.26
C 0.53 0.11 3.75  -0.12
C 0.11 -1.16 4.19  -0.10
C -1.03 -1.74 3.66  -0.13
C -1.72 -1.08 2.68  -0.14
C -1.35 0.24 2.19  0.53
O -2.06 0.86 1.36  -0.71
N -2.89 -1.79 2.16  0.53
O -3.44 -2.61 2.89  -0.46
O -3.30 -1.52 1.05  -0.36
N 0.85 -1.87 5.20  0.54
O 0.49 -2.99 5.52  -0.45
O 1.84 -1.33 5.68  -0.43
H 1.40 0.57 4.18  0.27
H -1.36 -2.70 4.00  0.26
O -1.88 1.29 -2.26  -1.05
S -1.92 2.80 -2.36  2.51
O -2.35 3.27 -3.66  -1.01
O -2.79 3.27 -1.24  -1.02
O -0.51 3.23 -2.01  -1.04
C 2.10 1.63 -3.00  -0.44
N 1.78 0.22 -2.80  -0.48
C 2.96 -0.63 -2.74  -0.40
C 0.89 -0.02 -1.71  0.65
N 0.83 0.69 -0.65  -0.81
N 0.10 -1.13 -1.85  -0.43
C -0.29 -1.64 -3.16  -0.40
C -0.84 -1.42 -0.77  -0.42
H 2.42 1.76 -4.04  0.19
H 2.91 1.97 -2.34  0.16
H 1.22 2.25 -2.81  0.29
H 3.64 -0.33 -1.94  0.17
H 3.50 -0.57 -3.69  0.18
H 2.66 -1.67 -2.58  0.21
H 1.50 1.45 -0.66  0.37
H 0.34 -1.20 -3.93  0.22
H -1.33 -1.39 -3.37  0.21
H -0.18 -2.73 -3.18  0.17
H -1.60 -0.65 -0.68  0.24
H -0.31 -1.51 0.18  0.21
H -1.34 -2.37 -1.00  0.19

# 10
Here is C12H15NO2 in the gas phase from OMol25. Energies are from ωB97M-V/def2-TZVPD.

## Properties
Structure (SMILES) = O=C(/C=C/c1ccco1)NC1CCCC1
Frontier orbital gap = 8.52 eV

Each line ends with the natural charge from an NBO analysis.
CARTESIAN COORDINATES (ANGSTROEM)
O -1.41 1.43 0.06  -0.64
C -0.51 0.66 0.32  0.64
N 0.10 0.62 1.53  -0.60
H 0.84 -0.04 1.70  0.39
C -0.27 1.49 2.63  -0.07
H -1.10 2.08 2.25  0.25
C -0.67 0.68 3.88  -0.41
C 0.57 0.70 4.77  -0.40
C 1.10 2.12 4.57  -0.40
H 2.13 2.24 4.89  0.21
H 0.48 2.82 5.14  0.20
C 0.92 2.37 3.07  -0.41
H 0.74 3.42 2.85  0.22
H 1.82 2.06 2.53  0.20
H 0.34 0.48 5.81  0.21
H 1.31 -0.02 4.42  0.19
H -0.98 -0.33 3.61  0.22
H -1.49 1.17 4.38  0.21
C 0.02 -0.33 -0.65  -0.30
C -0.49 -0.41 -1.88  -0.15
C -0.07 -1.31 -2.91  0.21
C 0.90 -2.29 -2.95  -0.26
C 0.84 -2.85 -4.24  -0.32
C -0.15 -2.18 -4.90  0.11
O -0.71 -1.26 -4.11  -0.38
H -0.54 -2.28 -5.89  0.20
H 1.45 -3.64 -4.63  0.23
H 1.56 -2.57 -2.16  0.22
H -1.30 0.27 -2.14  0.25
H 0.83 -0.97 -0.33  0.19

# 11
Here is C12H15NO2S in the gas phase from OMol25. Energies are from ωB97M-V/def2-TZVPD.

## Properties
Structure (SMILES) = C[C@]1(S)CNC(=O)[C@@H]1COc1ccccc1
Frontier orbital gap = 9.17 eV

Each line ends with the natural charge from an NBO analysis.
CARTESIAN COORDINATES (ANGSTROEM)
C -1.78 -1.01 -0.87  -0.64
C -0.31 -0.94 -1.51  -0.12
S -0.42 0.52 -2.66  -0.07
C -0.13 -2.26 -2.42  -0.24
N 1.37 -2.35 -2.59  -0.69
C 1.94 -2.13 -1.22  0.73
O 2.92 -2.66 -0.67  -0.51
C 1.00 -0.94 -0.60  -0.40
C 0.91 -1.15 0.98  -0.08
O 1.71 -0.16 1.73  -0.53
C 0.83 0.98 1.90  0.28
C -0.18 1.08 3.10  -0.27
C -1.12 2.31 3.22  -0.22
C -1.03 3.40 2.13  -0.24
C -0.02 3.33 0.94  -0.21
C 0.92 2.10 0.81  -0.27
H -2.25 0.03 -0.85  0.24
H -2.40 -1.73 -1.53  0.21
H -1.84 -1.43 0.19  0.22
H -1.22 0.07 -3.71  0.14
H -0.76 -2.11 -3.37  0.22
H -0.44 -3.19 -1.82  0.21
H 1.69 -1.53 -3.15  0.39
H 1.56 -0.01 -0.98  0.27
H -0.15 -1.07 1.42  0.20
H 1.30 -2.19 1.29  0.22
H -0.16 0.20 3.82  0.24
H -1.85 2.35 4.10  0.24
H -1.74 4.29 2.20  0.22
H 0.03 4.19 0.17  0.24
H 1.65 2.02 -0.07  0.24

# 12
Here is C12H15NOSe in the gas phase from OMol25. Energies are from ωB97M-V/def2-TZVPD.

## Properties
2S+1 = 3
Frontier orbital gap (spin up / spin down) = 6.78 / 6.06 eV

Each line ends with the natural charge from an NBO analysis.
CARTESIAN COORDINATES (ANGSTROEM)
C 4.13 1.93 -0.61  -0.21
C 4.20 0.73 -1.31  -0.21
C 3.15 2.17 0.30  -0.21
C 3.23 -0.27 -1.16  -0.21
C 2.21 1.13 0.53  -0.22
C 2.23 -0.02 -0.18  -0.23
C -1.69 -1.36 -0.71  0.09
C -2.98 -1.28 -1.32  -0.51
C -3.64 -0.02 -0.76  -0.42
C -2.66 0.56 0.29  -0.06
C -3.14 0.42 1.71  -0.60
C 1.74 -2.48 1.20  -0.58
N -1.57 -0.39 0.12  -0.07
O -0.44 -0.04 0.69  -0.57
Se 1.00 -1.49 -0.14  0.79
H 4.89 2.66 -0.89  0.22
H 4.90 0.62 -2.18  0.21
H 3.02 3.20 0.68  0.22
H 3.13 -1.05 -1.78  0.21
H 1.38 1.29 1.25  0.25
H -2.68 -1.27 -2.35  0.24
H -3.65 -2.21 -1.06  0.22
H -3.83 0.74 -1.49  0.22
H -4.45 -0.43 -0.20  0.21
H -2.32 1.53 0.11  0.20
H -2.49 0.65 2.51  0.23
H -3.45 -0.66 1.74  0.20
H -4.04 1.01 1.83  0.21
H 1.33 -3.42 1.42  0.19
H 2.49 -2.23 1.77  0.18